Entry 1:
Molecular formula: H35O18
Method: DFT, wB97M-V/def2-TZVPD

Last column: natural (NBO) charge in e.
CARTESIAN COORDINATES (ANGSTROEM)
O (2.425, -2.879, 2.922)  -0.952
H (-0.243, -2.214, -1.119)  0.496
H (-0.966, -3.496, 2.035)  0.510
O (-0.882, 3.304, 5.018)  -0.980
H (-1.610, -4.708, 0.491)  0.469
O (0.382, 1.799, 3.181)  -0.945
H (0.661, 0.889, 3.192)  0.495
H (1.226, 2.250, 3.163)  0.474
O (2.358, -0.500, 4.208)  -0.980
H (0.380, 1.630, -0.746)  0.523
H (2.176, -1.290, 3.644)  0.491
O (1.698, -2.014, -3.329)  -0.972
H (1.216, -1.771, -4.110)  0.471
H (1.586, -3.057, 3.305)  0.496
O (2.919, 4.757, -0.321)  -0.981
H (1.941, 2.905, -2.620)  0.505
H (3.592, 4.401, -0.886)  0.479
O (0.058, -0.967, -1.078)  -1.214
H (-3.966, -2.979, -1.217)  0.477
H (-0.312, -0.412, -0.423)  0.451
O (1.558, 3.817, -2.395)  -0.981
H (-3.595, 3.104, 0.173)  0.478
H (-2.574, -2.340, -1.702)  0.510
O (-1.572, 0.656, -3.011)  -0.964
H (-2.523, 0.354, -3.141)  0.504
H (-1.033, 0.212, -3.652)  0.462
O (1.854, 0.577, -3.314)  -0.963
H (0.873, 0.482, -3.185)  0.473
H (-0.298, 2.763, 4.466)  0.492
O (-3.536, -2.405, -1.829)  -0.996
H (-2.862, -0.204, -0.763)  0.485
H (0.609, 3.805, -2.407)  0.474
O (-2.995, 0.749, -0.645)  -1.005
H (-2.090, 1.232, -0.685)  0.492
H (2.794, 0.058, 3.575)  0.462
O (-2.201, -4.017, 0.902)  -0.970
H (-1.732, 2.826, 5.060)  0.461
H (2.037, 4.863, -0.607)  0.501
O (0.045, -3.496, 1.936)  -1.016
H (1.233, -1.745, -2.536)  0.497
H (2.361, -2.965, 1.963)  0.485
O (-0.413, 2.055, -1.035)  -1.014
H (2.165, -0.052, -2.636)  0.488
H (-0.733, 2.300, -1.876)  0.513
O (2.035, -0.139, 1.156)  -0.972
H (0.143, -3.253, 0.992)  0.470
H (1.188, -0.554, 0.886)  0.491
O (-0.961, -3.156, -1.251)  -1.119
H (-1.836, -3.428, 0.236)  0.497
H (-0.245, -3.727, -1.462)  0.460
O (-2.789, 3.325, 0.670)  -0.963
H (-2.063, 2.746, 0.480)  0.485
H (2.514, -0.091, 0.326)  0.472

Results
* HOMO level: -0.27180 Ha
* net charge: -1
* HOMO-LUMO gap: 9.5 eV
* max |F|: 0.075 Eh/bohr
* molar mass: 323.26 g/mol
* relative energy (zero: lowest compared OMol25 entry of this formula, charge and spin): 40.6 kcal per mole
* E_LUMO: 2.1468 eV
* E_tot: -1375.3116 Ha

Entry 2:
Molecular formula: H35O18
Method: DFT, wB97M-V/def2-TZVPD

Last column: natural (NBO) charge in e.
CARTESIAN COORDINATES (ANGSTROEM)
O (4.026, 2.086, -1.444)  -0.929
H (0.260, -3.208, -4.102)  0.482
H (-1.434, -2.050, 1.471)  0.497
O (-0.187, -1.367, -1.656)  -1.153
H (0.346, -0.124, -0.605)  0.510
O (-1.646, 1.915, 1.169)  -0.984
H (-0.894, 1.722, 0.578)  0.499
H (-1.551, 1.145, 1.731)  0.483
O (-1.108, 1.260, -4.975)  -0.965
H (-1.312, 2.103, 3.642)  0.474
H (-0.792, 0.502, -4.422)  0.485
O (2.904, -0.042, 1.958)  -1.017
H (3.418, -0.841, 2.010)  0.481
H (3.881, 2.921, -0.963)  0.459
O (-2.049, 4.502, -3.324)  -0.936
H (3.995, -1.978, -0.349)  0.470
H (-1.783, 4.333, -2.415)  0.460
O (-0.502, -3.186, -4.728)  -0.945
H (-0.046, 1.602, -3.048)  0.463
H (-1.193, -3.423, -4.031)  0.464
O (4.527, -2.332, -1.058)  -0.920
H (-0.342, -2.217, -0.683)  0.475
H (0.302, 0.231, -2.609)  0.496
O (2.513, -4.102, -0.544)  -0.974
H (2.326, -4.479, 0.326)  0.446
H (1.472, -4.000, -0.623)  0.504
O (-4.039, 3.537, 1.091)  -0.961
H (-3.431, 3.009, 1.701)  0.496
H (-3.484, 3.882, 0.396)  0.463
O (0.706, 1.008, -3.075)  -0.978
H (-1.715, 0.602, 5.575)  0.472
H (5.445, -2.212, -0.748)  0.450
O (-2.435, -0.047, 5.583)  -0.930
H (-1.860, -0.740, 5.903)  0.457
H (-0.332, 1.408, -5.538)  0.473
O (0.895, 0.500, -0.075)  -1.033
H (-1.023, -1.219, -2.105)  0.446
H (-2.262, 3.574, -3.569)  0.477
O (-1.404, -1.109, 1.296)  -0.973
H (2.296, 0.123, 1.183)  0.531
H (-1.035, -1.154, 0.401)  0.483
O (-1.216, 2.802, 4.366)  -0.939
H (3.549, 2.350, -2.250)  0.471
H (-0.292, 2.959, 4.185)  0.464
O (-0.168, -3.224, -0.094)  -1.090
H (1.700, 0.710, -0.605)  0.494
H (-1.018, -3.528, -0.409)  0.443
O (-3.837, -1.762, 0.238)  -0.983
H (-3.178, -1.191, 0.683)  0.498
H (-4.533, -1.969, 0.888)  0.463
O (2.300, -0.058, 4.606)  -0.973
H (2.401, 0.625, 5.257)  0.455
H (2.838, 0.148, 3.813)  0.501

Results
* HOMO level: -0.26109 Ha
* net charge: -1
* HOMO-LUMO gap: 9.3 eV
* max |F|: 0.073 Eh/bohr
* molar mass: 323.26 g/mol
* relative energy (zero: lowest compared OMol25 entry of this formula, charge and spin): 31.8 kcal per mole
* E_LUMO: 2.2208 eV
* E_tot: -1375.3257 Ha

Entry 3:
Molecular formula: H36O18
Method: DFT, wB97M-V/def2-TZVPD

Last column: natural (NBO) charge in e.
CARTESIAN COORDINATES (ANGSTROEM)
O (-0.315, 5.364, 0.567)  -0.953
H (-0.881, 6.051, 0.926)  0.477
H (-0.404, 5.494, -0.384)  0.479
O (4.583, -1.539, -0.882)  -0.948
H (5.411, -1.181, -0.589)  0.472
H (4.652, -2.485, -1.073)  0.477
O (-5.183, -1.546, -3.034)  -0.942
H (-4.906, -1.763, -3.916)  0.475
H (-4.940, -0.632, -2.915)  0.468
O (2.100, 0.465, 0.139)  -0.973
H (1.368, 0.739, -0.408)  0.495
H (2.279, 0.977, 0.879)  0.490
O (-0.097, -1.672, -5.190)  -0.973
H (-0.150, -1.416, -4.271)  0.486
H (-0.320, -2.563, -5.454)  0.488
O (2.819, -1.794, 2.520)  -0.945
H (2.380, -2.167, 1.734)  0.459
H (3.214, -1.024, 2.111)  0.488
O (3.096, 1.648, -3.713)  -0.946
H (2.333, 2.058, -4.134)  0.467
H (3.817, 1.583, -4.307)  0.480
O (1.890, -3.403, -0.244)  -0.949
H (1.155, -2.792, -0.306)  0.487
H (2.547, -3.218, 0.414)  0.467
O (0.543, -1.683, 4.057)  -0.961
H (1.003, -1.057, 4.630)  0.467
H (1.274, -2.199, 3.662)  0.487
O (2.612, 2.501, 2.574)  -0.971
H (3.436, 2.773, 2.997)  0.482
H (2.452, 3.076, 1.820)  0.491
O (1.225, 4.861, -3.134)  -0.962
H (1.203, 3.911, -3.006)  0.477
H (1.939, 5.219, -3.643)  0.487
O (-2.145, 0.198, 1.720)  -0.963
H (-1.236, 0.501, 1.784)  0.471
H (-2.117, -0.747, 1.924)  0.493
O (-5.233, -2.798, -0.057)  -0.945
H (-6.021, -2.722, -0.598)  0.482
H (-4.859, -1.907, -0.177)  0.466
O (-2.335, -5.931, 1.435)  -0.956
H (-2.850, -5.239, 1.865)  0.477
H (-1.439, -5.851, 1.745)  0.463
O (-3.907, 2.407, 1.936)  -0.954
H (-3.595, 1.899, 2.699)  0.477
H (-3.671, 1.862, 1.163)  0.477
O (3.138, 3.041, -0.489)  -0.963
H (2.778, 2.139, -0.623)  0.483
H (2.747, 3.392, -1.312)  0.464
O (-3.558, -3.622, 2.117)  -0.962
H (-4.152, -2.972, 1.778)  0.500
H (-3.977, -4.202, 2.740)  0.474
O (0.101, 2.526, 0.273)  -0.958
H (0.516, 3.313, 0.614)  0.493
H (-0.320, 2.127, 1.037)  0.464

Results
* HOMO level: -0.38621 Ha
* HOMO-LUMO gap: 10.3 eV
* max |F|: 0.073 Eh/bohr
* molar mass: 324.27 g/mol
* relative energy (zero: lowest compared OMol25 entry of this formula, charge and spin): 101.4 kcal per mole
* E_LUMO: -0.1819 eV
* E_tot: -1375.8253 Ha